The following is a DFT calculation (ωB97M-V/def2-TZVPD) of a structure of composition C12H32B2Cs2O6S3 in a non-equilibrium geometry.

Positions of all 57 atoms, in Å:
1 C -1.994 0.261 -2.953
2 O -5.293 -3.889 1.379
3 C 4.598 0.538 -1.775
4 H -0.483 -0.931 -3.939
5 S -3.980 -4.366 1.033
6 B 0.546 0.576 2.162
7 H -0.849 3.532 4.878
8 O -2.601 1.689 -0.738
9 C -0.138 1.433 -1.545
10 H 0.487 1.195 3.121
11 H -0.161 0.739 -0.701
12 Cs 0.654 -0.514 5.292
13 H 3.885 -0.664 -0.123
14 O 4.860 3.747 0.001
15 H -0.447 -0.044 2.120
16 H 0.568 1.126 1.120
17 C -0.619 -0.381 -3.004
18 H -2.229 -3.663 2.416
19 H -2.508 0.597 -3.851
20 C -3.647 -4.062 -0.712
21 H -3.448 -2.395 2.086
22 H 5.928 2.246 -1.767
23 O -3.596 -5.720 1.316
24 Cs -1.320 3.008 2.063
25 H 3.716 0.248 -2.355
26 H -1.601 -1.664 0.551
27 H -1.795 1.867 4.441
28 S -1.828 1.788 -1.954
29 C -2.067 -2.641 0.403
30 H -2.009 2.715 6.218
31 H -0.495 -1.157 -2.245
32 O -1.840 2.936 -2.822
33 H -4.586 -4.302 -1.211
34 C -2.769 -3.122 1.643
35 O 2.750 3.485 -1.258
36 C -3.127 -2.632 -0.700
37 H -0.292 1.919 5.692
38 H -4.015 -2.034 -0.474
39 H 1.525 -0.133 2.196
40 H 3.613 1.747 1.277
41 C 0.440 0.692 -2.765
42 H -2.932 -4.842 -0.976
43 S 3.972 2.906 -0.748
44 H -1.268 -3.315 0.088
45 H 5.345 0.300 0.246
46 B -1.259 2.492 5.292
47 H 2.492 1.349 0.061
48 H 0.424 2.288 -1.167
49 H 5.382 -0.109 -2.173
50 H -2.689 -0.329 -2.358
51 H 0.556 1.408 -3.578
52 H 4.643 2.321 -3.028
53 H -2.765 -2.351 -1.688
54 C 3.565 1.449 0.231
55 C 4.894 2.008 -2.020
56 C 4.390 0.286 -0.282
57 H 1.419 0.370 -2.415

Output
**E_tot**: -60199.4540 eV
**HOMO level**: -8.97 eV
**Strongest force on any atom**: 2.1 eV/Å
**Multiplicity**: 1
**Relative energy (zero: lowest compared OMol25 entry of this formula, charge and spin)**: 0.0 kcal/mol

The following is a DFT calculation (ωB97M-V/def2-TZVPD) of the molecule C3H6N2O2.

Positions of all 13 atoms, in Å:
1 C -0.562 0.069 -0.091
2 H -0.834 -0.541 -2.042
3 H 2.668 1.170 -0.133
4 N -1.267 0.016 -1.321
5 O 2.183 -0.516 0.882
6 N 0.669 0.772 -0.296
7 H -2.258 -0.135 -1.222
8 H 0.158 -0.751 1.809
9 C 1.904 0.439 0.189
10 H 0.614 1.559 -0.928
11 O -1.393 0.434 0.981
12 H -1.227 -1.721 1.079
13 C -0.656 -0.795 1.092

Output
**E_tot**: -10282.5452 eV
**HOMO level**: -9.67 eV
**Strongest force on any atom**: 0.5 eV/Å
**Structure (SMILES)**: N[C@]1(NC=O)CO1
**Multiplicity**: 1
**Relative energy (zero: lowest compared OMol25 entry of this formula, charge and spin)**: 51.9 kcal/mol

The following is a DFT calculation (ωB97M-V/def2-TZVPD) of a structure of composition C59H85N3O5Y.

Positions of all 153 atoms, in Å:
1 C 1.194 -4.438 2.324
2 H -6.682 2.294 -2.855
3 C -4.791 1.027 -1.182
4 C 1.578 -2.428 4.212
5 C 0.815 2.378 -1.052
6 H -0.451 -1.938 -6.765
7 H 4.189 -5.525 4.927
8 C 2.064 -3.713 6.955
9 C 1.582 -3.170 -2.590
10 C 4.643 -2.018 -0.690
11 C 3.258 -2.155 -1.018
12 H 4.127 -5.446 6.692
13 H -2.642 -1.824 -4.746
14 H 2.947 0.140 -7.807
15 H -0.989 -1.073 2.901
16 H 1.483 3.254 -1.100
17 H -2.199 2.427 1.753
18 C -5.849 0.139 -1.254
19 H 4.165 0.402 -3.491
20 C -7.353 2.030 -2.034
21 H 0.194 2.219 2.261
22 H 6.232 -0.562 -6.214
23 H -4.268 -2.776 2.006
24 H 6.672 -2.398 -1.180
25 C 0.799 -0.004 -3.259
26 H 0.510 2.138 -2.067
27 C 3.160 0.165 -3.824
28 C -7.257 0.542 -1.693
29 C 1.912 -4.653 3.493
30 H 3.317 0.253 -1.138
31 H 1.677 -1.639 4.954
32 C 2.588 0.929 -1.575
33 H -1.740 -1.433 -3.272
34 H 6.114 -3.695 -3.242
35 H -5.808 -3.945 -1.232
36 H 3.771 -4.034 -3.839
37 C 4.040 -2.060 -6.547
38 C -0.943 -0.979 -6.580
39 C 1.302 -4.126 -3.730
40 H 2.606 -6.884 1.930
41 H 3.936 1.367 -7.014
42 H 1.296 -7.675 1.053
43 H -3.485 -3.634 -2.148
44 C -5.586 -1.187 -0.903
45 H 3.122 1.869 -1.796
46 H -8.667 0.016 -3.266
47 H 1.649 -2.704 6.983
48 C -0.409 2.746 -0.242
49 H 4.720 -3.084 6.698
50 H -1.046 -5.999 1.981
51 H -2.336 0.672 1.532
52 C 2.950 -0.334 -5.092
53 C 0.550 -0.408 -4.608
54 O 0.115 -2.805 0.931
55 H -1.168 1.518 -5.534
56 H -3.485 -4.301 1.564
57 H 1.571 -3.647 -4.676
58 C 1.522 -6.910 1.799
59 H -1.981 1.609 -1.908
60 C 0.975 -5.566 1.314
61 H -6.964 -0.055 -3.760
62 H 1.337 -4.238 -0.331
63 H 3.780 -1.891 5.791
64 H 0.240 -0.381 3.983
65 H -0.947 3.532 -0.788
66 C 2.124 0.353 -2.910
67 C 2.955 -2.924 -2.191
68 H -1.653 1.036 -3.896
69 H 2.772 -5.152 0.158
70 C -0.439 1.334 2.297
71 H -6.165 -3.543 0.460
72 H -7.999 0.817 0.330
73 H -8.373 2.273 -2.342
74 C 2.959 -3.912 5.722
75 C -0.528 -5.740 1.055
76 C -3.109 -3.726 -1.126
77 H 5.570 0.714 -5.189
78 H -0.109 3.210 0.698
79 H 2.311 -5.642 3.663
80 H 1.485 -5.955 -0.766
81 N 1.564 1.213 -0.550
82 H 2.357 -0.447 1.756
83 N 0.381 0.150 1.953
84 C 5.329 -3.276 -2.626
85 H -1.985 -1.076 -6.890
86 C 5.455 -0.332 -5.481
87 H 4.786 -3.052 4.925
88 C -4.108 -3.109 -0.134
89 C -1.663 1.520 1.415
90 H 2.141 0.929 2.851
91 H -0.475 -0.220 -7.212
92 H 1.433 -0.918 -6.473
93 H 4.701 0.140 -8.043
94 H 1.934 2.492 1.080
95 C 3.904 0.318 -7.314
96 C 1.624 -0.579 -5.463
97 C 5.637 -2.546 -1.468
98 N -1.281 1.601 0.017
99 H 5.620 -0.958 -4.601
100 H 4.191 -2.723 -5.692
101 C 4.009 -3.461 -2.952
102 H -2.141 -3.232 -1.071
103 Y 0.098 -0.983 -0.397
104 C -2.419 1.661 -0.907
105 H -7.104 2.653 -1.173
106 H -0.955 -4.816 0.668
107 H 1.229 -4.416 6.935
108 C 0.080 -0.864 3.007
109 C -0.893 -0.598 -5.098
110 H 2.632 -3.873 7.877
111 O -0.179 0.020 -2.380
112 C -7.658 -0.256 -2.942
113 H -9.273 0.523 -0.869
114 C -5.400 -3.929 -0.218
115 H -8.257 -0.810 -0.302
116 O 0.603 -2.651 -2.050
117 C -1.642 -1.693 -4.322
118 H 1.065 -7.218 2.743
119 C 0.692 -3.130 2.053
120 H -4.933 2.069 -1.446
121 O -2.072 -1.070 -0.032
122 H 4.829 -2.254 -7.279
123 H -5.185 -4.960 0.069
124 C 1.810 0.485 1.897
125 H 0.236 -4.341 -3.733
126 O 2.394 -1.579 -0.274
127 H -2.595 -2.780 1.404
128 H -0.777 1.264 3.336
129 C 3.537 -5.327 5.780
130 H -2.964 -4.786 -0.902
131 H -0.699 -6.542 0.331
132 H -6.403 -1.895 -0.957
133 H 4.876 -1.461 0.211
134 H -2.901 2.650 -0.814
135 C 4.132 -2.923 5.789
136 H -7.642 -1.330 -2.748
137 H -1.115 -2.645 -4.390
138 H 3.269 1.442 0.678
139 C -8.258 0.249 -0.566
140 C 0.848 -2.154 3.066
141 C -1.646 0.733 -4.940
142 C 2.149 -3.669 4.450
143 C 2.179 1.472 0.771
144 C 4.077 -0.595 -6.090
145 C -3.265 -0.710 -0.434
146 H 2.748 -6.082 5.792
147 H 3.083 -2.311 -7.008
148 C -3.515 0.626 -0.796
149 H 1.866 -5.052 -3.635
150 C 1.691 -5.205 0.006
151 C -4.344 -1.639 -0.489
152 H -2.681 0.625 -5.277
153 C -3.574 -3.243 1.301

Output
**E_tot**: -78324.7645 eV
**HOMO level**: -4.63 eV
**Strongest force on any atom**: 0.5 eV/Å
**Total charge**: -1
**Multiplicity**: 1
**Relative energy (zero: lowest compared OMol25 entry of this formula, charge and spin)**: 0.0 kcal/mol